ORCA calculation (the ωB97M-V functional and the def2-TZVPD basis) on a structure of composition C20H26HgN2O10 in a non-equilibrium geometry.

The geometry in XYZ format:
```
59
Properties=species:S:1:pos:R:3:forces:R:3
Hg 0.622 -0.223 -0.492 0.0 0.0 0.0
O -0.201 3.848 1.108 0.6 -1.3 1.1
O 3.599 -0.063 -4.293 0.9 0.2 -0.7
O 3.540 -0.738 2.310 -0.6 2.0 -1.6
O -9.534 -2.700 3.959 1.4 -0.6 -0.8
O -4.895 -1.276 1.620 -2.6 -2.5 1.7
O 5.606 -0.646 -8.434 -2.8 -1.1 1.0
O 3.317 -2.410 -9.146 2.0 1.9 2.5
O -9.442 -0.740 2.237 1.0 -0.3 -0.3
O 1.737 -1.842 -4.842 1.2 0.2 -2.3
O -5.097 -3.757 3.274 -1.2 3.0 -0.6
N -1.131 3.477 -1.468 -1.3 -0.1 1.1
N 1.853 -3.028 2.053 0.4 -0.8 -0.3
C -0.805 4.836 -1.033 2.4 -2.8 -0.4
C -6.012 -1.761 2.124 5.1 3.3 -1.6
C 4.628 -0.126 -6.493 -2.1 0.3 3.3
C -7.239 -3.253 3.711 -2.3 0.5 -0.3
C 3.546 -1.931 -7.934 0.3 -1.0 -5.7
C 4.611 -0.870 -7.623 3.7 -0.4 -4.1
C -0.801 4.943 0.477 1.1 0.4 0.7
C 2.542 -1.650 -5.771 0.2 -0.7 1.5
C -1.644 5.792 -1.745 -0.3 1.9 -0.2
C 2.669 -2.884 3.224 0.6 0.9 1.4
C -0.219 3.919 2.556 -0.2 0.8 -1.0
C -6.054 -2.894 3.121 3.2 -4.0 -0.6
C -8.381 -1.359 2.395 -1.0 0.4 0.1
C 2.646 -2.406 -7.055 -1.6 1.8 4.1
C 3.868 -1.920 2.961 0.9 0.0 0.9
C 3.081 -4.312 3.776 0.2 2.2 -0.2
C -8.435 -2.560 3.380 -1.7 1.1 1.3
C 4.664 0.155 2.108 0.9 -1.8 0.2
C 3.721 -0.505 -5.426 -1.9 -0.7 0.0
C -7.115 -0.983 1.819 -2.7 -1.0 0.8
H 4.636 1.018 1.442 -1.6 0.0 0.2
H 4.361 -1.528 3.850 -0.1 -0.8 1.1
H -1.002 3.302 -2.455 0.3 0.4 -0.2
H 0.408 3.193 3.072 -0.4 -0.8 -0.8
H 3.892 -4.702 3.161 0.0 -0.2 0.1
H -2.608 5.842 -1.240 -0.4 0.0 -0.4
H -1.706 5.504 -2.795 -0.3 0.1 0.1
H -7.131 -0.101 1.195 0.6 -0.1 -0.1
H -0.070 5.737 0.630 -0.5 1.0 0.4
H 3.404 -4.142 4.803 0.1 -0.6 0.1
H 5.122 0.449 3.052 -0.3 0.2 0.4
H 4.704 -2.421 2.472 0.0 -0.5 -0.7
H -1.266 3.902 2.859 0.0 -0.3 0.4
H 0.931 -3.204 2.427 -0.5 -0.1 -0.5
H -1.212 6.792 -1.708 -0.1 0.3 0.0
H -2.130 3.563 -1.347 -0.7 -1.3 -0.2
H 1.881 -3.044 -7.473 0.0 -0.3 0.5
H 2.198 -4.945 3.700 0.2 -0.1 0.3
H 2.226 -3.942 1.838 -0.8 -0.3 -1.7
H 0.248 4.874 -1.311 0.2 0.8 -0.1
H 2.015 -2.441 3.975 0.3 0.3 0.3
H -1.750 5.157 0.970 -0.4 0.2 -0.3
H 5.451 -0.399 1.597 0.3 -0.5 0.0
H 0.229 4.835 2.942 -0.1 0.7 -0.3
H -7.337 -4.175 4.266 0.3 0.1 0.3
H 5.259 0.744 -6.381 0.2 -0.2 -0.1
```
Forces are in eV/Å.

Output
Spin multiplicity: 1
Total charge: -2
Calculated total energy in eV: -48782.064
Lowest unoccupied orbital energy in eV: -0.688
HOMO in Ha: -0.0624
Relative energy (zero: lowest compared OMol25 entry of this formula, charge and spin) in kJ/mol: 907.3
F_max in Eh/bohr: 0.122

Charges in e, computed with Löwdin, in the same order as the atoms: 0.116, -0.209, 0.027, -0.229, 0.014, -0.024, -0.048, -0.052, 0.032, 0.018, -0.021, 0.043, 0.038, -0.484, -0.309, 0.033, 0.043, -0.339, -0.358, -0.228, -0.266, -0.084, -0.424, -0.086, -0.346, -0.348, 0.051, -0.233, -0.056, -0.347, -0.093, -0.322, 0.069, 0.086, 0.110, 0.073, 0.085, 0.070, 0.086, 0.086, 0.120, 0.122, 0.068, 0.074, 0.114, 0.084, 0.079, 0.078, 0.068, 0.116, 0.073, 0.057, 0.141, 0.129, 0.124, 0.075, 0.070, 0.119, 0.115